Record 1
{
  "formula": "C4H12N3",
  "method": "wB97M-V/def2-TZVPD",
  "de_lowest_kcal_mol": 10.3,
  "energy_ev": -8807.2862,
  "charge": 1,
  "lumo_ev": -3.18,
  "gap_ev": 11.59,
  "elements": ["C", "C", "C", "N", "C", "N", "N", "H", "H", "H", "H", "H", "H", "H", "H", "H", "H", "H", "H"],
  "coordinates": [[-2.4459, -0.1314, -0.7753], [-2.0651, -0.8507, 0.5069], [-0.7453, -0.3672, 1.1014], [0.3682, -0.5418, 0.0846], [1.3837, 0.3042, -0.0891], [1.4174, 1.5131, 0.4483], [2.2204, -0.0029, -1.1222], [-2.2571, 0.9428, -0.6627], [-3.3996, -0.3060, -1.2584], [-1.6885, -0.3874, -1.5253], [-2.7500, -0.6095, 1.3270], [-2.1456, -1.9288, 0.3685], [-0.8118, 0.6876, 1.3225], [-0.4432, -1.0348, 1.8988], [0.5124, -1.4969, -0.2395], [1.9105, 2.2828, 0.0338], [0.8835, 1.6335, 1.2967], [1.8908, -0.4417, -1.9722], [3.0791, 0.5228, -1.1145]]
}



Record 2
{
  "formula": "C32H59Cl2N4O6",
  "method": "wB97M-V/def2-TZVPD",
  "de_lowest_kcal_mol": 0.0,
  "energy_ev": -77429.1553,
  "charge": -1,
  "lumo_ev": 1.90,
  "gap_ev": 3.44,
  "elements": ["C", "O", "C", "C", "C", "C", "C", "C", "C", "C", "C", "C", "C", "C", "O", "O", "C", "O", "O", "C", "C", "C", "C", "C", "N", "C", "N", "N", "C", "Cl", "C", "C", "Cl", "H", "H", "H", "H", "H", "H", "H", "H", "H", "H", "H", "H", "H", "H", "H", "H", "H", "H", "H", "H", "H", "H", "H", "H", "H", "H", "H", "H", "H", "H", "H", "H", "H", "H", "H", "H", "H", "H", "H", "H", "H", "C", "C", "C", "C", "C", "C", "N", "O", "C", "C", "C", "H", "H", "H", "H", "H", "H", "H", "H", "H", "H", "H", "H", "H", "H", "H", "H", "H", "H"],
  "coordinates": [[8.4738, -0.1123, -2.0662], [8.2919, 1.2805, -1.9658], [7.1059, 1.6747, -1.2907], [6.2198, 2.5501, -2.1789], [4.7063, 2.3853, -1.9073], [3.9923, 3.6482, -1.3920], [2.9280, 3.3743, -0.3161], [1.4879, 3.4320, -0.8425], [0.4698, 2.6432, 0.0120], [-0.3746, 1.6255, -0.7609], [0.3599, 0.3369, -1.1906], [0.8274, -0.4077, 0.0770], [2.3490, -0.4324, 0.3283], [2.7288, -0.4039, 1.8174], [3.6627, 0.6443, 2.1019], [1.4783, 0.6862, -2.0292], [0.9920, 0.9329, -3.2585], [1.5981, 1.5153, -4.1090], [-0.2396, 0.4409, -3.3961], [-0.5365, -0.4266, -2.2406], [-0.1028, -1.8315, -2.7632], [1.2001, -2.4428, -2.2614], [1.7879, -3.4516, -3.2549], [2.4901, -2.7460, -4.4314], [3.9602, -2.9483, -4.4125], [4.6749, -1.7073, -4.4609], [5.1084, -1.1095, -5.5000], [4.8942, -1.1713, -3.1954], [-2.0413, -0.3572, -1.9848], [-2.8859, 0.9186, -2.7743], [-2.7246, -1.1911, -1.1777], [-2.1737, -2.3659, -0.4110], [-4.3860, -0.9451, -0.8581], [7.6218, -0.6041, -2.5465], [8.6295, -0.5700, -1.0825], [9.3560, -0.2818, -2.6805], [7.4038, 2.2127, -0.3848], [6.5507, 0.7881, -0.9651], [6.5031, 3.5965, -2.0710], [6.4443, 2.2500, -3.2047], [4.2173, 2.0444, -2.8224], [4.5700, 1.5880, -1.1718], [3.5435, 4.1878, -2.2277], [4.7513, 4.3151, -0.9729], [3.0240, 4.0846, 0.5083], [3.1198, 2.3941, 0.1209], [1.4740, 3.1015, -1.8784], [1.1887, 4.4831, -0.8408], [-0.2386, 3.3524, 0.4432], [0.9766, 2.1866, 0.8661], [-0.7981, 2.1416, -1.6242], [-1.2069, 1.3030, -0.1311], [0.5049, -1.4373, 0.0159], [0.3308, 0.0368, 0.9367], [2.8441, 0.4066, -0.1519], [2.7564, -1.3410, -0.1141], [3.1761, -1.3580, 2.1032], [1.8532, -0.2246, 2.4401], [4.5388, 0.2629, 2.1937], [-0.8976, -2.5639, -2.6401], [-0.0073, -1.6926, -3.8414], [1.9547, -1.6746, -2.1196], [1.0635, -2.9352, -1.2972], [2.5380, -4.0414, -2.7303], [1.0018, -4.1068, -3.6344], [2.0761, -3.0816, -5.3832], [2.2980, -1.6702, -4.3873], [4.2522, -3.4763, -5.2244], [4.8874, -1.6338, -6.3404], [5.0667, -0.1750, -3.2571], [4.1356, -1.3670, -2.5557], [-1.9898, -3.2273, -1.0553], [-2.9098, -2.6782, 0.3262], [-1.2747, -2.1163, 0.1349], [-6.4746, 1.3031, 6.0458], [-5.8648, 0.0574, 5.3739], [-6.8855, -1.0905, 5.4418], [-8.0701, -0.9558, 4.4773], [-7.6977, -0.1890, 3.1983], [-6.1972, -0.1855, 2.8955], [-5.4855, 0.4204, 3.9992], [-4.0965, 0.4105, 3.7660], [-5.9586, 0.7100, 1.6811], [-5.7142, -1.6056, 2.5287], [-4.6474, -0.3706, 6.1840], [-5.7459, 2.1144, 6.0162], [-6.7483, 1.1148, 7.0935], [-7.3674, 1.6338, 5.5113], [-6.3603, -2.0243, 5.2283], [-7.2488, -1.1867, 6.4714], [-8.4217, -1.9590, 4.2179], [-8.9136, -0.4629, 4.9690], [-8.2445, -0.6062, 2.3460], [-8.0161, 0.8543, 3.2835], [-6.2251, 1.7415, 1.9172], [-6.5592, 0.3796, 0.8220], [-4.9072, 0.6899, 1.4082], [-6.2495, -1.9878, 1.6505], [-5.8619, -2.3150, 3.3437], [-4.6481, -1.5698, 2.3030], [-4.9616, -0.6045, 7.2095], [-3.9015, 0.4194, 6.2106], [-4.1795, -1.2529, 5.7480]]
}



Record 3
{
  "formula": "C3H8N",
  "method": "wB97M-V/def2-TZVPD",
  "de_lowest_kcal_mol": 105.5,
  "energy_ev": -4718.8538,
  "charge": 1,
  "lumo_ev": -8.14,
  "gap_ev": 7.85,
  "elements": ["C", "N", "C", "C", "H", "H", "H", "H", "H", "H", "H", "H"],
  "coordinates": [[-0.6268, -1.0122, 1.0393], [-0.5402, 0.4695, 0.6631], [0.3780, 0.8569, -0.3817], [0.7216, -0.3436, -1.2940], [-0.4678, -1.0219, 2.1418], [-1.5876, -1.1868, 0.5847], [-0.3730, 1.0503, 1.5314], [1.2773, 1.1922, 0.0304], [-0.1114, 1.6427, -0.9582], [0.3357, -0.2969, -2.3060], [1.7633, -0.5550, -1.2496], [0.1084, -1.1171, -0.5971]]
}



Record 4
{
  "formula": "C11H20N2O6S",
  "method": "wB97M-V/def2-TZVPD",
  "energy_ev": -37832.0450,
  "charge": 0,
  "lumo_ev": 0.17,
  "gap_ev": 9.28,
  "elements": ["C", "N", "C", "O", "C", "C", "S", "N", "C", "C", "O", "H", "H", "H", "H", "H", "H", "H", "H", "H", "H", "H", "H", "O", "C", "O", "C", "O", "C", "O", "C", "C", "H", "H", "H", "H", "H", "H", "H", "H"],
  "coordinates": [[4.9913, 2.0993, -1.5628], [3.8697, 1.4722, -0.8670], [2.5893, 1.8375, -1.0059], [2.2605, 2.7720, -1.7342], [1.5427, 1.0489, -0.1792], [0.0966, 1.5382, -0.3595], [-0.4445, 1.2677, -2.0678], [1.8505, 1.0378, 1.2575], [2.7624, 0.2509, 1.8255], [2.9389, 0.3777, 3.3196], [3.4397, -0.5432, 1.1879], [4.8477, 2.0145, -2.6420], [5.0439, 3.1578, -1.3007], [5.9260, 1.6106, -1.2842], [4.0617, 0.6884, -0.2508], [1.5834, 0.0197, -0.5422], [-0.5727, 0.9944, 0.3050], [0.0342, 2.6035, -0.1294], [0.4290, 2.1313, -2.6153], [1.3716, 1.7040, 1.8418], [3.6978, -0.3326, 3.6465], [1.9971, 0.1551, 3.8172], [3.2599, 1.3886, 3.5646], [-2.6736, -0.2753, 1.2626], [-2.2206, -1.3578, 0.9292], [-0.9245, -1.7054, 1.1420], [-3.1205, -2.4563, 0.3158], [-2.2903, -3.4905, -0.2688], [-4.1340, -2.0298, -0.7691], [-4.6121, -3.1087, -1.5643], [-5.1717, -0.9428, -0.5204], [-4.0489, -0.7095, -1.5292], [-0.5166, -0.9292, 1.5543], [-3.6897, -2.8859, 1.1452], [-1.4078, -3.4567, 0.1535], [-3.8670, -3.7217, -1.7148], [-6.1754, -1.1111, -0.9226], [-5.1417, -0.3943, 0.4254], [-4.3190, -0.7261, -2.5896], [-3.2633, 0.0070, -1.2738]]
}